1.
# C5H15NO

A cluster of 2 separate species, C5H15NO in total in a non-equilibrium geometry (ωB97M-V/def2-TZVPD, the Open Molecules 2025 dataset).

The geometry in XYZ format:
```
22
Properties=species:S:1:pos:R:3:forces:R:3:nbo_charge:R:1
C 2.104 -1.759 -0.198 0.3 0.3 -0.1 -0.64
C 1.806 -0.468 -0.970 -1.0 -0.5 -1.0 -0.40
C 0.305 -0.049 -0.821 2.6 0.6 0.6 -0.44
C 0.201 0.942 0.330 -0.5 -0.1 0.8 -0.34
N -1.139 0.974 0.852 -1.2 1.1 -0.5 -0.73
C -1.416 0.343 2.128 0.0 -0.9 -1.3 -0.94
H 2.490 -1.526 0.796 0.0 -0.3 0.0 0.20
H 1.205 -2.365 -0.088 -0.1 0.1 0.1 0.20
H 2.808 -2.393 -0.743 0.3 0.1 0.2 0.19
H 1.968 -0.653 -2.040 0.1 -0.1 0.1 0.18
H 2.473 0.362 -0.729 0.0 -0.1 0.3 0.19
H -0.237 -0.949 -0.564 -0.6 0.1 -0.4 0.20
H 0.016 0.478 -1.725 -0.6 -0.4 -0.1 0.21
H 0.479 1.951 0.022 0.2 0.0 -0.2 0.18
H 0.845 0.710 1.185 0.4 -0.3 -0.3 0.17
H -1.543 1.891 0.749 0.0 0.2 0.5 0.35
H -2.393 0.616 2.522 0.0 0.3 0.1 0.18
H -0.613 0.466 2.848 0.0 0.1 0.4 0.16
H -1.503 -0.720 1.859 0.1 -0.2 0.7 0.16
H -2.242 0.923 -1.155 0.1 0.1 0.1 0.48
H -3.104 0.237 -2.171 -0.1 0.0 -0.1 0.44
O -2.511 0.992 -2.089 -0.1 -0.1 0.2 -1.01
```
Forces are in eV/Å.

Values from the calculation:
* 2S+1: 2
* charge: -1
* max |F|: 2.71 eV/Å
* frontier orbital gap (alpha / beta): 2.510 / 8.693 eV
* DFT total energy: -8963.937 eV
* E_HOMO (alpha / beta): 1.343 / -4.949 eV
* ΔE to the lowest compared entry with this formula, charge and spin: 21.7 kcal per mole

---

2.
# C4CoF12O12S4

A structure of composition C4CoF12O12S4 in a non-equilibrium geometry (ωB97M-V/def2-TZVPD, the Open Molecules 2025 dataset).

The geometry in XYZ format:
```
33
Properties=species:S:1:pos:R:3:forces:R:3:nbo_charge:R:1
Co 0.180 -0.785 0.245 1.0 1.0 1.0 1.62
C 0.157 -5.030 0.182 -1.0 2.0 0.0 0.78
F -0.547 -5.733 1.088 0.5 -0.1 -1.3 -0.30
F 1.384 -4.866 0.682 -0.4 -0.5 -1.0 -0.30
F 0.141 -5.563 -1.081 0.3 0.2 2.2 -0.31
S -0.724 -3.264 0.127 -2.3 -0.4 2.0 2.27
O -0.191 -2.385 -0.887 0.9 -0.4 -3.3 -1.03
O -2.153 -3.471 0.099 1.0 -1.0 -0.8 -0.92
O -0.331 -2.562 1.347 0.9 -0.4 1.5 -1.03
C 4.078 1.363 -1.003 -2.3 1.5 1.2 0.73
F 4.491 0.280 -1.575 1.4 -1.1 -0.4 -0.30
F 4.371 1.333 0.350 0.0 0.3 -2.2 -0.32
F 4.589 2.466 -1.616 0.2 -1.1 1.0 -0.32
S 2.218 1.441 -1.288 -2.0 1.7 1.3 2.33
O 1.704 0.181 -0.677 0.8 -0.4 -0.4 -1.11
O 1.683 2.604 -0.641 0.9 -0.1 1.1 -0.95
O 2.016 1.571 -2.691 0.8 -1.4 -1.7 -0.97
C -1.010 2.033 3.910 1.0 -0.5 -1.6 0.76
F -0.943 3.312 4.263 0.2 0.0 0.1 -0.31
F -0.581 1.261 4.884 0.5 -0.3 0.9 -0.32
F -2.286 1.737 3.711 -0.4 -0.1 -0.5 -0.32
S 0.124 1.778 2.330 -0.9 1.4 -3.1 2.31
O -0.456 2.703 1.377 -1.3 -0.6 0.7 -0.97
O 1.459 2.160 2.602 1.3 -0.5 2.0 -0.93
O 0.016 0.359 1.848 -0.5 0.3 1.5 -1.09
C -3.029 0.412 -2.800 0.3 -0.5 0.6 0.77
F -3.803 -0.321 -1.978 0.3 0.7 -1.0 -0.29
F -2.434 -0.431 -3.700 -0.9 1.8 1.3 -0.29
F -3.718 1.407 -3.380 0.3 -1.3 -0.1 -0.29
S -1.822 1.310 -1.649 2.5 -0.6 2.7 2.21
O -0.832 2.031 -2.466 -0.9 -0.4 0.0 -0.58
O -2.496 2.373 -0.878 -0.2 -0.8 -1.3 -0.60
O -1.253 0.298 -0.734 -1.8 1.5 -2.5 -0.91
```
Forces are in eV/Å.

Values from the calculation:
* 2S+1: 5
* charge: -1
* max |F|: 3.76 eV/Å
* frontier orbital gap (alpha / beta): 9.383 / 4.225 eV
* DFT total energy: -142295.165 eV
* E_HOMO (alpha / beta): -6.932 / -6.884 eV

---

3.
# C12H33CuN3O11S2

A structure of composition C12H33CuN3O11S2 in a non-equilibrium geometry (ωB97M-V/def2-TZVPD, the Open Molecules 2025 dataset).

The geometry in XYZ format:
```
62
Properties=species:S:1:pos:R:3:forces:R:3:nbo_charge:R:1
Cu -19.238 -12.507 2.538 -0.6 0.1 0.7 0.87
S -19.611 -10.260 4.193 -3.6 0.9 -0.3 2.61
O -19.057 -11.510 4.646 3.0 -3.2 0.9 -1.16
O -19.661 -10.318 2.692 1.2 -0.1 -1.0 -1.16
O -20.965 -10.209 4.690 -1.4 0.8 0.5 -1.08
O -18.859 -9.134 4.708 2.0 1.8 0.0 -1.12
S -22.639 -12.935 2.245 -3.0 2.9 0.5 2.64
O -23.650 -13.958 2.434 -1.4 -2.2 0.1 -1.14
O -22.121 -13.012 0.885 1.2 -0.3 -2.0 -1.14
O -23.246 -11.612 2.498 -0.2 0.1 -0.7 -1.10
O -21.598 -13.096 3.235 2.6 -0.8 1.3 -1.13
C -19.448 -16.210 2.589 1.7 -0.2 1.2 -0.61
C -19.224 -15.727 4.093 -1.4 -0.5 -2.1 -0.05
C -17.872 -16.249 4.754 -1.6 0.5 -0.5 -0.07
O -17.854 -16.015 6.203 0.4 0.4 -2.0 -0.55
C -16.560 -16.012 6.775 -0.9 -0.2 0.2 -0.24
N -19.517 -14.291 4.001 3.3 -1.7 2.1 -0.90
H -20.212 -15.699 2.001 -0.1 0.4 0.7 0.27
H -19.673 -17.276 2.589 0.3 -0.3 -0.3 0.16
H -18.490 -15.963 2.133 0.1 -0.4 -0.7 0.19
H -20.010 -16.317 4.564 -0.3 0.2 1.0 0.14
H -17.009 -15.906 4.183 0.3 1.0 0.5 0.16
H -17.809 -17.320 4.561 -0.4 -0.5 0.2 0.14
H -15.731 -15.914 6.073 -0.1 0.0 -0.3 0.17
H -16.490 -16.952 7.322 0.6 -0.2 0.2 0.15
H -16.520 -15.184 7.482 0.1 0.1 0.1 0.18
H -19.403 -13.977 4.954 -0.1 1.1 0.0 0.37
H -20.463 -14.074 3.724 -1.4 0.1 -0.4 0.45
C -17.308 -13.283 -0.515 0.6 1.9 0.2 -0.62
C -18.623 -12.522 -0.261 0.2 -0.9 -0.8 -0.10
C -19.398 -11.949 -1.535 2.0 -0.6 0.0 -0.07
O -20.684 -11.551 -1.304 -0.8 -1.8 -0.5 -0.52
C -20.862 -10.257 -0.937 0.5 1.9 0.3 -0.23
N -19.437 -13.559 0.343 0.0 0.6 -0.5 -0.87
H -17.376 -14.167 -1.149 -0.1 0.2 -0.2 0.18
H -16.888 -13.545 0.456 -0.5 -0.4 0.2 0.23
H -16.574 -12.541 -0.830 0.4 -0.2 -0.9 0.18
H -18.385 -11.784 0.505 -0.3 0.6 -0.3 0.22
H -19.460 -12.637 -2.379 -0.1 -1.4 0.4 0.15
H -18.772 -11.260 -2.102 0.2 1.5 0.5 0.13
H -20.248 -10.005 -0.072 -0.4 0.1 0.5 0.21
H -21.912 -9.993 -0.811 0.1 -0.5 0.4 0.20
H -20.498 -9.642 -1.760 0.2 0.7 -0.4 0.10
H -19.503 -14.135 -0.485 -0.4 -1.3 0.2 0.32
H -20.369 -13.170 0.362 -1.5 0.0 0.9 0.44
C -14.282 -11.651 2.385 0.9 -1.3 0.8 -0.63
C -15.381 -12.553 2.998 -0.7 1.2 0.4 -0.08
C -15.275 -12.727 4.490 -0.5 -1.0 1.0 -0.09
O -14.198 -13.615 4.830 2.1 0.0 -0.5 -0.57
C -13.512 -13.390 6.065 -2.4 0.3 -0.2 -0.25
N -16.672 -11.885 2.753 0.7 -0.1 -0.7 -0.83
H -14.415 -10.585 2.570 -0.6 0.0 -0.2 0.21
H -14.128 -11.886 1.331 -0.1 0.3 -0.1 0.20
H -13.350 -11.855 2.911 0.4 -0.3 -0.2 0.19
H -15.459 -13.566 2.605 0.6 0.0 -0.5 0.18
H -16.157 -13.250 4.859 -0.6 0.0 -0.4 0.21
H -15.366 -11.796 5.049 0.9 0.4 0.0 0.19
H -12.710 -14.086 6.310 0.0 -0.1 -0.7 0.17
H -14.332 -13.568 6.761 0.4 0.2 1.0 0.17
H -13.189 -12.353 6.158 0.2 0.1 0.0 0.16
H -16.389 -11.104 2.178 -0.9 0.3 -0.3 0.35
H -17.014 -11.455 3.600 -0.9 0.0 0.5 0.42
```
Forces are in eV/Å.

Values from the calculation:
* charge: -3
* max |F|: 4.48 eV/Å
* frontier orbital gap: 3.166 eV
* DFT total energy: -106275.293 eV
* E_HOMO: 2.476 eV
* ΔE to the lowest compared entry with this formula, charge and spin: 48.0 kcal per mole